# 1
A cluster of 2 separate species, C24H33N4O2 in total. Source: the Open Molecules 2025 dataset; level of theory: ωB97M-V/def2-TZVPD.

Each atom is followed by the atoms it is bonded to, with distances in Å.
Geometry (Å):
1 C 8.25 0.84 1.96  O2 1.453, H28 1.089, H29 1.099, H30 1.099
2 O 7.76 -0.51 2.19  C1 1.453, C3 1.357
3 C 6.42 -0.70 2.31  O2 1.357, C4 1.423, C27 1.414
4 C 5.97 -2.03 2.52  C3 1.423, C5 1.372, H31 1.087
5 C 4.63 -2.30 2.60  C4 1.372, C6 1.422, H32 1.096
6 C 3.65 -1.27 2.45  C5 1.422, C7 1.438, C26 1.425
7 C 2.25 -1.57 2.46  C6 1.438, C8 1.384, H33 1.100
8 C 1.26 -0.62 2.60  C7 1.384, C9 1.380, H34 1.090
9 C -0.08 -0.89 2.79  C8 1.380, N10 1.344, H35 1.099
10 N -1.00 0.09 2.83  C9 1.344, C11 1.469, C23 1.469
11 C -2.44 -0.20 2.97  N10 1.469, C12 1.538, C19 1.530, H36 1.106
12 C -2.97 -1.17 1.90  C11 1.538, C13 1.517, H37 1.104, H38 1.105
13 C -4.47 -1.41 2.02  C12 1.517, C14 1.401, C18 1.399
14 C -5.33 -1.06 0.97  C13 1.401, C15 1.399, H39 1.095
15 C -6.72 -1.16 1.15  C14 1.399, C16 1.403, H40 1.095
16 C -7.23 -1.69 2.34  C15 1.403, C17 1.402, H41 1.091
17 C -6.36 -2.08 3.37  C16 1.402, C18 1.400, H42 1.094
18 C -4.98 -1.95 3.20  C13 1.399, C17 1.400, H43 1.095
19 C -3.05 1.20 2.88  C11 1.530, O20 1.231, N21 1.367
20 O -4.23 1.52 3.03  C19 1.231
21 N -2.03 2.07 2.64  C19 1.367, C22 1.442, C23 1.457
22 C -2.23 3.48 2.43  N21 1.442, H44 1.090, H45 1.094, H46 1.095
23 C -0.69 1.50 2.59  N10 1.469, N21 1.457, C24 1.548, C25 1.539
24 C 0.19 2.17 3.68  C23 1.548, H47 1.099, H48 1.091, H49 1.099
25 C -0.06 1.78 1.22  C23 1.539, H50 1.099, H51 1.099, H52 1.091
26 C 4.12 0.07 2.30  C6 1.425, C27 1.388, H53 1.094
27 C 5.48 0.35 2.22  C3 1.414, C26 1.388, H54 1.095
28 H 9.33 0.73 1.90  C1 1.089
29 H 7.86 1.26 1.03  C1 1.099
30 H 7.99 1.51 2.80  C1 1.099
31 H 6.72 -2.82 2.62  C4 1.087
32 H 4.27 -3.31 2.84  C5 1.096
33 H 1.93 -2.63 2.53  C7 1.100
34 H 1.53 0.43 2.57  C8 1.090
35 H -0.45 -1.91 2.99  C9 1.099
36 H -2.68 -0.63 3.96  C11 1.106
37 H -2.74 -0.75 0.90  C12 1.104
38 H -2.42 -2.12 2.00  C12 1.105
39 H -4.90 -0.66 0.05  C14 1.095
40 H -7.39 -0.83 0.35  C15 1.095
41 H -8.30 -1.79 2.48  C16 1.091
42 H -6.74 -2.49 4.31  C17 1.094
43 H -4.28 -2.23 4.00  C18 1.095
44 H -3.30 3.69 2.48  C22 1.090
45 H -1.70 4.05 3.20  C22 1.094
46 H -1.84 3.76 1.45  C22 1.095
47 H -0.33 2.15 4.65  C24 1.099
48 H 1.16 1.68 3.80  C24 1.091
49 H 0.37 3.21 3.38  C24 1.099
50 H -0.74 1.50 0.41  C25 1.099
51 H 0.18 2.85 1.16  C25 1.099
52 H 0.86 1.21 1.04  C25 1.091
53 H 3.43 0.91 2.33  C26 1.094
54 H 5.81 1.39 2.08  C27 1.095
55 C 1.33 0.81 -2.40  N56 1.453, H58 1.094, H59 1.096, H60 1.100
56 N 1.29 0.01 -1.19  C55 1.453, N57 1.419, H61 1.020
57 N 2.61 -0.35 -0.80  N56 1.419, H62 1.019, H63 1.020
58 H 0.29 1.02 -2.69  C55 1.094
59 H 1.84 1.75 -2.17  C55 1.096
60 H 1.84 0.32 -3.24  C55 1.100
61 H 0.81 -0.87 -1.34  N56 1.020
62 H 3.17 0.51 -0.77  N57 1.019
63 H 2.59 -0.80 0.12  N57 1.020

## Properties
HOMO-LUMO gap ... 5.65 eV
2S+1 ... 1
LUMO ... -4.7 eV
HOMO level ... -10.36 eV
E ... -1303.5398 hartree
Energy above the lowest of the compared OMol25 structures with the same formula, charge and spin ... 3.953 eV
Total charge ... +1

---

# 2
A cluster of 8 separate species, C19H43Cl10N2O6P in total. Source: the Open Molecules 2025 dataset; level of theory: ωB97M-V/def2-TZVPD.

Each atom is followed by the atoms it is bonded to, with distances in Å.
Geometry (Å):
1 C 1.48 -1.73 1.28  O2 1.451, H9 1.088, H10 1.097, H11 1.084
2 O 2.53 -2.69 1.56  C1 1.451, P3 1.571
3 P 2.95 -2.97 3.05  O2 1.571, O4 1.451, O5 1.585, O7 1.585
4 O 1.85 -3.06 4.00  P3 1.451
5 O 3.74 -4.34 2.89  P3 1.585, C6 1.494
6 C 3.06 -5.50 2.25  O5 1.494, H12 1.108, H13 1.104, H14 1.090
7 O 4.08 -1.92 3.41  P3 1.585, C8 1.483
8 C 5.43 -1.97 2.81  O7 1.483, H15 1.110, H16 1.081, H17 1.094
9 H 1.67 -0.80 1.82  C1 1.088
10 H 0.51 -2.10 1.63  C1 1.097
11 H 1.41 -1.56 0.21  C1 1.084
12 H 3.06 -6.37 2.94  C6 1.108
13 H 3.63 -5.85 1.37  C6 1.104
14 H 2.01 -5.33 2.01  C6 1.090
15 H 5.68 -0.98 2.39  C8 1.110
16 H 5.55 -2.67 2.00  C8 1.081
17 H 6.17 -2.12 3.60  C8 1.094
18 C -0.27 1.61 -0.57  N19 1.422, H23 1.097, H24 1.094, H25 1.069
19 N -1.22 1.16 -1.53  C18 1.422, C20 1.360, H26 0.999
20 C -1.95 0.02 -1.44  N19 1.360, C21 1.536, O22 1.243
21 C -3.12 -0.02 -2.43  C20 1.536, H27 1.083, H28 1.102, H29 1.096
22 O -1.70 -0.88 -0.63  C20 1.243
23 H -0.64 2.56 -0.15  C18 1.097
24 H 0.63 1.91 -1.10  C18 1.094
25 H -0.11 0.89 0.20  C18 1.069
26 H -1.46 1.84 -2.23  N19 0.999
27 H -3.75 -0.90 -2.36  C21 1.083
28 H -2.74 0.02 -3.46  C21 1.102
29 H -3.78 0.86 -2.33  C21 1.096
30 C 3.46 3.64 0.09  N31 1.455, H35 1.087, H36 1.092, H37 1.088
31 N 4.32 4.26 -0.91  C30 1.455, C32 1.365, H38 0.998
32 C 5.59 4.66 -0.60  N31 1.365, C33 1.508, O34 1.224
33 C 6.44 5.15 -1.74  C32 1.508, H39 1.086, H40 1.091, H41 1.094
34 O 6.04 4.58 0.53  C32 1.224
35 H 3.94 2.82 0.61  C30 1.087
36 H 2.60 3.19 -0.41  C30 1.092
37 H 3.11 4.40 0.79  C30 1.088
38 H 4.04 4.18 -1.86  N31 0.998
39 H 7.33 5.56 -1.29  C33 1.086
40 H 5.95 5.90 -2.37  C33 1.091
41 H 6.78 4.33 -2.39  C33 1.094
42 Cl -1.02 -4.73 2.17  C43 1.822
43 C -1.70 -3.75 0.79  Cl42 1.822, C44 1.517, H46 1.091, H47 1.078
44 C -3.04 -3.15 1.16  C43 1.517, Cl45 1.803, H48 1.082, H49 1.083
45 Cl -2.86 -1.88 2.44  C44 1.803
46 H -1.83 -4.52 0.03  C43 1.091
47 H -0.94 -3.05 0.48  C43 1.078
48 H -3.69 -3.91 1.57  C44 1.082
49 H -3.50 -2.62 0.33  C44 1.083
50 Cl 1.67 1.68 2.30  C51 1.795
51 C 2.20 2.56 3.77  Cl50 1.795, C52 1.479, H54 1.079, H55 1.086
52 C 3.37 1.91 4.38  C51 1.479, Cl53 1.745, H56 1.089, H57 1.088
53 Cl 4.72 1.82 3.28  C52 1.745
54 H 1.36 2.65 4.45  C51 1.079
55 H 2.49 3.53 3.38  C51 1.086
56 H 3.16 0.91 4.76  C52 1.089
57 H 3.74 2.48 5.23  C52 1.088
58 Cl -7.76 -5.41 -3.70  C59 1.797
59 C -6.66 -5.03 -2.34  Cl58 1.797, C60 1.516, H62 1.098, H63 1.090
60 C -5.38 -4.34 -2.78  C59 1.516, Cl61 1.770, H64 1.077, H65 1.080
61 Cl -5.75 -2.68 -3.28  C60 1.770
62 H -6.40 -5.98 -1.86  C59 1.098
63 H -7.17 -4.46 -1.56  C59 1.090
64 H -4.97 -4.90 -3.60  C60 1.077
65 H -4.72 -4.23 -1.93  C60 1.080
66 Cl -6.09 2.20 0.32  C67 1.786
67 C -5.79 0.51 0.81  Cl66 1.786, C68 1.480, H70 1.091, H71 1.084
68 C -6.91 -0.41 0.50  C67 1.480, Cl69 1.793, H72 1.083, H73 1.081
69 Cl -7.35 -0.40 -1.24  C68 1.793
70 H -5.63 0.49 1.89  C67 1.091
71 H -4.87 0.18 0.34  C67 1.084
72 H -7.82 -0.15 1.02  C68 1.083
73 H -6.68 -1.44 0.71  C68 1.081
74 Cl 1.18 4.14 -2.59  C75 1.787
75 C 0.46 5.05 -3.95  Cl74 1.787, C76 1.494, H78 1.093, H79 1.087
76 C 0.01 4.19 -5.08  C75 1.494, Cl77 1.791, H80 1.081, H81 1.091
77 Cl -1.21 2.97 -4.58  C76 1.791
78 H 1.19 5.78 -4.31  C75 1.093
79 H -0.35 5.65 -3.53  C75 1.087
80 H 0.81 3.72 -5.64  C76 1.081
81 H -0.56 4.82 -5.77  C76 1.091

## Properties
HOMO-LUMO gap ... 9.85 eV
2S+1 ... 1
SMILES ... COP(=O)(OC)OC.CNC(C)=O.CNC(C)=O.ClCCCl.ClCCCl.ClCCCl.ClCCCl.ClCCCl
LUMO ... 0.3 eV
HOMO level ... -9.57 eV
E ... -6254.1011 hartree

---

- The lowest HOMO level belongs to which entry?
  C24H33N4O2

---

- Number 2 is which compound?
  C19H43Cl10N2O6P